i | {"formula": "C5H14N2", "method": "ωB97M-V with the def2-TZVPD basis set", "spin_multiplicity": 2, "homo_lumo_gap_ev": [2.4, 8.5], "molar_mass_g_mol": 102.2, "homo_ev": [1.5, -4.7], "total_charge": -1, "elements": ["C", "H", "N", "H", "C", "C", "N", "H", "C", "H", "H", "H", "C", "H", "H", "H", "H", "H", "H", "H", "H"], "xyz": [[-0.872, 0.769, -0.593], [0.349, -0.345, -1.889], [0.792, -1.003, 0.002], [-1.008, 1.588, -1.320], [-1.546, 2.530, 1.104], [0.408, 0.064, -0.946], [-0.866, 1.348, 0.732], [2.226, -1.508, -1.436], [-0.093, -2.226, 0.102], [-0.002, 1.213, 1.152], [2.877, -0.673, 0.028], [-1.101, -1.932, 0.539], [2.172, -1.453, -0.410], [0.444, -2.820, 0.931], [-2.293, 2.272, 1.932], [-0.129, -2.880, -0.859], [-2.080, 3.127, 0.276], [-1.868, 0.116, -0.709], [2.380, -2.501, -0.087], [1.187, 0.733, -0.929], [-0.880, 3.090, 1.701]], "nbo_charge": [-0.2614, 0.1694, -0.4643, 0.1676, -0.4457, -0.4718, -0.6631, 0.1583, -0.5300, 0.3693, 0.1787, 0.1956, -0.7839, 0.1866, 0.1505, 0.1613, 0.1790, 0.1500, 0.1851, 0.1862, 0.1826]}

ii | {"formula": "C5H14N2", "method": "ωB97M-V with the def2-TZVPD basis set", "spin_multiplicity": 2, "homo_lumo_gap_ev": [2.3, 8.6], "molar_mass_g_mol": 102.2, "homo_ev": [1.5, -4.5], "total_charge": -1, "elements": ["H", "C", "H", "H", "H", "H", "N", "C", "H", "H", "H", "C", "C", "H", "H", "H", "C", "H", "N", "H", "H"], "xyz": [[3.720, 0.926, 0.985], [-0.097, 0.664, -0.375], [0.209, 1.472, -1.071], [1.964, -0.060, -0.605], [3.040, 1.730, 2.286], [-1.619, -2.342, -0.805], [1.631, 0.496, 1.357], [-1.763, -1.328, -0.421], [2.463, 2.083, 0.451], [-0.360, -0.622, -1.933], [-1.743, 0.461, -1.733], [1.152, -0.094, 0.103], [-1.059, -0.230, -1.195], [1.360, 0.041, 2.219], [-1.517, -1.302, 0.632], [0.926, -1.172, 0.226], [2.781, 1.414, 1.277], [-3.563, -0.227, -0.639], [-3.238, -1.139, -0.365], [-0.569, 1.132, 0.460], [-3.718, -1.905, -0.853]], "nbo_charge": [0.1486, -0.4741, 0.1858, 0.1825, 0.1843, 0.1760, -0.6902, -0.3117, 0.1831, 0.1990, 0.1917, -0.4642, -0.5566, 0.3634, 0.1743, 0.1766, -0.6782, 0.3519, -0.8759, 0.1878, 0.3460]}

ii is favored, and the nearest alternative lies 0.807 eV above it.

i | {"formula": "C2H5N", "method": "ωB97M-V with the def2-TZVPD basis set", "homo_lumo_gap_ev": 10.9, "molar_mass_g_mol": 43.1, "homo_ev": -9.8, "smiles": "[H]/N=C/C", "elements": ["H", "N", "H", "H", "H", "H", "C", "C"], "xyz": [[1.733, -0.121, 0.688], [-1.003, -0.449, -0.966], [0.079, -1.130, 1.128], [-1.479, 0.004, -1.740], [0.159, 1.242, -1.065], [0.209, 0.383, 1.574], [-0.142, 0.277, -0.434], [0.444, -0.206, 0.816]], "nbo_charge": [0.1931, -0.6294, 0.2347, 0.3328, 0.1552, 0.2152, 0.1278, -0.6295]}

ii | {"formula": "C2H5N", "method": "ωB97M-V with the def2-TZVPD basis set", "homo_lumo_gap_ev": 10.6, "molar_mass_g_mol": 43.1, "homo_ev": -9.3, "smiles": "C=NC", "elements": ["H", "H", "H", "C", "C", "H", "H", "N"], "xyz": [[-0.037, 0.172, 1.823], [1.181, 0.794, 0.848], [-1.381, 0.435, -1.917], [-0.695, -0.055, -1.191], [0.490, 0.042, 0.913], [1.073, -0.883, 0.886], [-0.207, -1.006, -1.279], [-0.423, 0.501, -0.083]], "nbo_charge": [0.2104, 0.2123, 0.1884, -0.0922, -0.4490, 0.1702, 0.1423, -0.3823]}

ii is favored, and the nearest alternative lies 0.156 eV above it.

i | {"formula": "C10H10N2", "method": "ωB97M-V with the def2-TZVPD basis set", "homo_lumo_gap_ev": 10.0, "molar_mass_g_mol": 158.2, "homo_ev": -9.3, "smiles": "c1ccncc1.c1ccncc1", "elements": ["H", "H", "C", "H", "C", "H", "C", "C", "C", "H", "H", "H", "H", "C", "H", "N", "C", "H", "N", "C", "C", "C"], "xyz": [[-3.976, -1.988, 0.318], [0.355, -0.206, -0.810], [3.512, 0.981, -0.085], [-2.825, 1.966, 1.316], [2.033, -1.281, 0.089], [4.125, 1.832, -0.076], [-1.692, 1.043, -0.317], [4.023, -0.229, 0.370], [-3.565, 0.041, 0.808], [5.074, -0.333, 0.746], [1.412, -2.146, 0.339], [-1.027, 1.820, -0.457], [-4.381, 0.106, 1.515], [-2.278, -1.111, -0.838], [-1.953, -2.017, -1.355], [-1.475, -0.056, -1.052], [-2.688, 1.150, 0.647], [1.830, 1.995, -0.803], [3.293, -1.349, 0.514], [-3.367, -1.112, 0.084], [1.385, -0.140, -0.454], [2.184, 1.032, -0.499]], "nbo_charge": [0.2275, 0.2617, -0.2714, 0.2222, 0.0315, 0.2136, 0.0367, 0.0302, -0.1612, 0.1918, 0.1832, 0.1895, 0.2157, 0.0506, 0.1986, -0.4420, -0.2499, 0.2065, -0.4248, -0.2631, -0.2737, -0.1731]}

ii | {"formula": "C10H10N2", "method": "ωB97M-V with the def2-TZVPD basis set", "homo_lumo_gap_ev": 8.5, "molar_mass_g_mol": 158.2, "homo_ev": -8.3, "elements": ["H", "C", "C", "H", "C", "C", "H", "C", "C", "C", "H", "C", "H", "H", "N", "C", "N", "H", "H", "C", "H", "H"], "xyz": [[0.996, -0.522, 2.321], [1.945, 1.252, -0.371], [-2.975, 0.718, -0.160], [-1.664, 2.479, -0.356], [1.322, 1.082, 0.877], [-2.001, -1.363, -0.188], [0.399, 0.934, -0.477], [1.203, -0.227, 1.236], [-1.739, 1.385, -0.368], [-0.601, 0.534, -0.514], [-3.871, 1.414, -0.025], [-0.709, -0.808, -0.317], [-2.128, -2.465, -0.005], [2.242, 2.188, -0.701], [-3.076, -0.631, -0.089], [2.157, -1.067, -0.743], [2.520, 0.192, -1.098], [0.958, -2.283, 0.917], [0.232, -1.455, -0.397], [1.421, -1.277, 0.351], [2.205, -2.080, -1.385], [1.161, 2.000, 1.490]], "nbo_charge": [0.2296, -0.0416, 0.0360, 0.2177, -0.2457, 0.0462, 0.2101, -0.1692, -0.2727, -0.1653, 0.1938, -0.2454, 0.1856, 0.2106, -0.4397, -0.0193, -0.3834, 0.2639, 0.2355, -0.3070, 0.2084, 0.2521]}

i is favored, and the nearest alternative lies 5.804 eV above it.

i | {"formula": "CH3NOS", "method": "ωB97M-V with the def2-TZVPD basis set", "homo_lumo_gap_ev": 10.2, "molar_mass_g_mol": 77.1, "homo_ev": -9.5, "elements": ["H", "N", "O", "H", "H", "C", "S"], "xyz": [[1.001, 0.762, 0.200], [-0.772, -0.925, -0.551], [-2.602, 0.994, -0.986], [-0.102, -1.638, -0.884], [-0.671, 0.501, 1.022], [-0.072, 0.612, 0.165], [-1.286, 0.521, -1.290]], "nbo_charge": [0.2296, -0.8879, -0.9026, 0.4057, 0.2248, -0.4666, 1.3970]}

ii | {"formula": "CH3NOS", "method": "ωB97M-V with the def2-TZVPD basis set", "homo_lumo_gap_ev": 10.7, "molar_mass_g_mol": 77.1, "homo_ev": -9.9, "smiles": "O=CNS", "elements": ["N", "O", "S", "C", "H", "H", "H"], "xyz": [[0.384, 0.158, -0.081], [0.442, -1.498, 1.281], [-0.171, 0.831, -1.515], [-0.220, -0.748, 0.710], [-0.397, 2.046, -1.131], [-1.383, -0.483, 0.932], [1.344, -0.306, -0.196]], "nbo_charge": [-0.7931, -0.5574, 0.2003, 0.5519, 0.0957, 0.1018, 0.4007]}

iii | {"formula": "CH3NOS", "method": "ωB97M-V with the def2-TZVPD basis set", "homo_lumo_gap_ev": 10.9, "molar_mass_g_mol": 77.1, "homo_ev": -10.2, "smiles": "O=CNS", "elements": ["H", "N", "S", "H", "C", "O", "H"], "xyz": [[-1.613, -0.302, 1.316], [0.007, 0.508, -0.116], [-1.509, -0.100, -0.040], [0.818, -1.309, -0.347], [1.117, -0.306, -0.082], [2.257, -0.001, 0.110], [0.140, 1.504, 0.094]], "nbo_charge": [0.0893, -0.8036, 0.2210, 0.1061, 0.5365, -0.5562, 0.4069]}

iv | {"formula": "CH3NOS", "method": "ωB97M-V with the def2-TZVPD basis set", "homo_lumo_gap_ev": 10.0, "molar_mass_g_mol": 77.1, "homo_ev": -9.6, "elements": ["N", "O", "S", "H", "H", "C", "H"], "xyz": [[0.052, 0.940, 0.125], [1.967, -0.973, -0.063], [1.942, 0.476, -0.182], [1.991, 0.842, 1.074], [-1.718, 0.046, -0.642], [-0.662, 0.152, -0.573], [-0.128, -0.569, -1.305]], "nbo_charge": [-0.5340, -0.9277, 1.1699, 0.0220, 0.1917, -0.0757, 0.1538]}

iii is favored, and the nearest alternative lies 0.665 eV above it.

i | {"formula": "CH3N4", "method": "ωB97M-V with the def2-TZVPD basis set", "homo_lumo_gap_ev": 8.5, "molar_mass_g_mol": 71.1, "homo_ev": -14.8, "total_charge": 1, "smiles": "[H]/N=N\\N=C=[NH2+]", "elements": ["H", "H", "C", "H", "N", "N", "N", "N"], "xyz": [[-2.703, -0.767, -0.499], [-2.372, 0.790, 0.168], [-0.678, -0.373, -0.050], [2.929, 0.966, 0.491], [0.463, -0.041, 0.129], [1.642, -0.454, -0.125], [2.705, 0.105, -0.085], [-1.987, -0.226, -0.030]], "nbo_charge": [0.4710, 0.4716, 0.7194, 0.3691, -0.1808, 0.1163, -0.1906, -0.7760]}

ii | {"formula": "CH3N4", "method": "ωB97M-V with the def2-TZVPD basis set", "homo_lumo_gap_ev": 9.4, "molar_mass_g_mol": 71.1, "homo_ev": -15.8, "total_charge": 1, "smiles": "N=C=NN=[NH2+]", "elements": ["N", "H", "N", "N", "C", "H", "H", "N"], "xyz": [[-0.283, 1.302, -2.221], [0.091, -2.059, 1.004], [0.164, 0.195, -0.174], [0.298, -0.028, 1.062], [-0.023, 1.007, -1.093], [0.038, -1.376, 2.528], [-0.487, 2.183, -2.660], [0.203, -1.224, 1.554]], "nbo_charge": [-0.4921, 0.4064, -0.2953, 0.2075, 0.7017, 0.4385, 0.4581, -0.4248]}

iii | {"formula": "CH3N4", "method": "ωB97M-V with the def2-TZVPD basis set", "homo_lumo_gap_ev": 12.4, "molar_mass_g_mol": 71.1, "homo_ev": -17.4, "total_charge": 1, "elements": ["N", "C", "H", "N", "H", "H", "N", "N"], "xyz": [[-0.561, 1.505, -0.067], [-0.697, 0.367, 0.119], [-1.306, -1.230, -0.812], [2.773, -0.095, 0.210], [-1.040, -1.477, 0.907], [-0.175, 2.372, -0.167], [1.873, -0.600, -0.192], [-0.866, -0.843, 0.003]], "nbo_charge": [-0.4430, 0.7734, 0.4751, 0.0724, 0.4914, 0.4755, -0.0717, -0.7732]}

iv | {"formula": "CH3N4", "method": "ωB97M-V with the def2-TZVPD basis set", "homo_lumo_gap_ev": 9.7, "molar_mass_g_mol": 71.1, "homo_ev": -15.4, "total_charge": 1, "smiles": "[H]/N=N/N=C=[NH2+]", "elements": ["H", "N", "N", "C", "N", "H", "H", "N"], "xyz": [[-1.309, -2.472, 0.584], [0.969, 1.330, 0.263], [-0.671, -1.864, 0.120], [0.323, 0.537, -0.426], [-1.269, -0.940, -0.469], [0.481, 2.271, 0.700], [2.004, 1.189, 0.261], [-0.528, -0.051, -1.034]], "nbo_charge": [0.3722, -0.7116, -0.2716, 0.7094, 0.0556, 0.5086, 0.4842, -0.1470]}

iii is favored, and the nearest alternative lies 2.745 eV above it.

i | {"formula": "CH3N4", "method": "ωB97M-V with the def2-TZVPD basis set", "homo_lumo_gap_ev": 13.0, "molar_mass_g_mol": 71.1, "homo_ev": -17.5, "total_charge": 1, "elements": ["H", "N", "N", "C", "N", "H", "H", "N"], "xyz": [[2.322, 0.627, -0.181], [-3.446, 1.287, -0.474], [0.390, -1.581, -0.043], [0.899, -0.557, 0.025], [1.420, 0.565, 0.248], [0.108, -2.464, -0.153], [0.796, 1.245, 0.746], [-2.490, 0.878, -0.168]], "nbo_charge": [0.4747, 0.0708, -0.4334, 0.7762, -0.7829, 0.4690, 0.4952, -0.0696]}

ii | {"formula": "CH3N4", "method": "ωB97M-V with the def2-TZVPD basis set", "homo_lumo_gap_ev": [9.0, 9.0], "molar_mass_g_mol": 71.1, "homo_ev": [-16.3, -16.3], "total_charge": 1, "elements": ["H", "N", "N", "N", "C", "H", "H", "N"], "xyz": [[0.346, -2.677, -0.154], [0.636, -0.971, 0.260], [-1.101, 0.812, 0.116], [1.837, -0.304, -0.305], [0.060, 0.208, 0.151], [-2.050, 0.360, 0.133], [-1.052, 1.761, 0.019], [1.323, 0.810, -0.219]], "nbo_charge": [0.4934, -0.4355, -0.6458, 0.1916, 0.6037, 0.4703, 0.4433, -0.1210]}

i is favored, and the nearest alternative lies 6.903 eV above it.